99
Properties=species:S:1:pos:R:3:mulliken_charge:R:1 method="wB97M-V/def2-TZVPD" spin_multiplicity=1 total_energy_ha=-8099.79454 charge=+3 orbital_gap_ev=6.5 de_lowest_kcal_mol=21.6 e_lumo_ev=-8.08 homo_ev=-14.56
Zr -0.84330 0.98794 1.67939 0.985
C -0.66705 -4.28153 3.96200 -0.784
N -0.54273 -3.22585 2.98913 0.194
C -0.22663 -3.41315 1.68427 -1.490
C -0.29643 -2.18586 1.08690 -0.950
N -0.66429 -1.24732 2.00534 0.924
C -0.79434 -1.90994 3.16338 -0.330
P -1.24912 -1.13749 4.77784 -0.327
C -0.02738 0.23922 4.68778 -0.216
N 0.26283 0.97839 3.61104 0.782
C 1.26067 1.82282 3.98666 -0.710
C 1.57179 1.59402 5.30285 -0.602
N 0.75553 0.60027 5.73086 0.142
C 0.74444 0.01672 7.04911 -0.805
C -2.67745 -0.22437 4.04677 -0.051
N -2.63146 0.63812 3.01981 0.603
C -3.93017 0.98264 2.76738 -0.360
C -4.75190 0.32223 3.64096 -0.866
N -3.95371 -0.42871 4.43628 0.129
C -4.40649 -1.31274 5.47675 -0.844
H -0.15648 -5.17188 3.59746 0.314
H -1.71903 -4.53086 4.11082 0.344
H -0.23977 -3.99018 4.92149 0.326
H 0.02177 -4.37144 1.27234 0.644
H -0.09644 -1.94628 0.05922 1.123
H 1.70203 2.52714 3.30155 0.503
H 2.29986 2.06171 5.93679 0.484
H 1.40725 0.57593 7.70740 0.332
H 1.09281 -1.01713 7.01152 0.334
H -0.26106 0.03492 7.47326 0.341
H -4.21492 1.64470 1.96423 0.422
H -5.81980 0.33361 3.73359 0.492
H -5.35659 -0.96114 5.87235 0.342
H -3.67415 -1.35091 6.28236 0.377
H -4.56302 -2.31962 5.08893 0.337
Se 0.86771 -0.40120 -4.16209 -0.069
P 2.40632 -1.03430 -2.80471 1.680
C 2.38749 -2.84625 -2.60697 0.644
C 3.48593 -3.69004 -2.69124 -0.298
C 3.30690 -5.05781 -2.56546 -0.874
C 2.04445 -5.58898 -2.36456 -0.704
C 0.94608 -4.74535 -2.27197 -0.804
C 1.11683 -3.38108 -2.39290 -0.126
C 3.94975 -0.10158 -3.04034 0.868
C 3.74851 1.27811 -3.12208 -0.479
C 4.81644 2.12340 -3.34507 -0.833
C 6.09326 1.59905 -3.49091 -0.545
C 6.29574 0.23334 -3.39048 -0.908
C 5.23036 -0.62397 -3.16692 -0.261
C 1.76226 -0.39667 -1.25315 0.507
C 0.50670 0.19072 -1.06815 -0.611
N 0.51980 0.64947 0.20302 1.579
N 1.67785 0.31013 0.76679 -0.237
N 2.42676 -0.30366 -0.09169 -1.094
P -0.93046 0.46696 -2.13620 -0.904
Se -2.42838 1.07352 -0.38504 -0.453
C -0.68255 2.08917 -2.91982 2.002
C 0.05942 3.01248 -2.18533 -1.009
C 0.49734 4.17050 -2.80533 -0.774
C 0.18607 4.40788 -4.13562 -0.866
C -0.60018 3.51093 -4.84187 -0.852
C -1.03633 2.34572 -4.23850 -0.265
C -1.93411 -0.95688 -2.71726 1.950
C -2.32784 -1.12454 -4.03839 -0.528
C -3.06957 -2.24088 -4.38626 -0.887
C -3.35663 -3.21582 -3.44429 -0.781
C -2.96451 -3.04273 -2.12712 -0.789
C -2.28380 -1.89922 -1.75440 -0.598
H 4.47680 -3.30889 -2.86337 0.306
H 4.16405 -5.70821 -2.64259 0.462
H 1.91433 -6.65752 -2.29732 0.426
H -0.04571 -5.14751 -2.12943 0.578
H 0.25172 -2.72723 -2.35513 -0.024
H 2.74512 1.68238 -3.03438 0.263
H 4.65275 3.18773 -3.42808 0.454
H 6.92557 2.25384 -3.69603 0.418
H 7.28835 -0.17473 -3.50462 0.440
H 5.41998 -1.68178 -3.10771 0.331
H 0.31722 2.81177 -1.14430 0.347
H 1.10921 4.87386 -2.26090 0.576
H 0.56490 5.28978 -4.62514 0.476
H -0.85063 3.69968 -5.87310 0.482
H -1.61521 1.62752 -4.79691 0.346
H -2.05116 -0.41145 -4.79921 0.268
H -3.41141 -2.35259 -5.40248 0.481
H -3.88318 -4.11084 -3.73325 0.457
H -3.19194 -3.79036 -1.38267 0.525
H -2.04979 -1.73181 -0.70868 0.208
C -0.68189 6.17962 -0.11478 -1.213
N -0.29135 4.97023 0.58519 -0.042
C -1.13751 4.04740 1.03207 0.585
N -2.44721 4.20318 0.82519 -0.196
O -0.69703 3.02539 1.66661 -0.502
H 0.20859 6.72550 -0.40976 0.347
H -1.27980 6.83597 0.51885 0.377
H -1.24652 5.93161 -1.01394 0.431
H 0.67901 4.86619 0.84667 0.307
H -2.81551 4.96829 0.28417 0.210
H -3.09459 3.47860 1.10153 0.056